Entry 1:
{"formula": "C37H77F3O17", "method": "ωB97M-V/def2-TZVPD", "max_force_ev_per_a": 5.44, "charge": 0, "energy_ha": -3034.43824, "orbital_gap_ev": 8.82, "symbols": ["O", "C", "O", "C", "C", "F", "O", "H", "H", "H", "O", "C", "O", "C", "C", "F", "O", "H", "H", "H", "O", "C", "O", "C", "C", "F", "O", "H", "H", "H", "C", "C", "O", "C", "C", "O", "H", "H", "H", "H", "H", "H", "H", "H", "C", "C", "O", "C", "C", "H", "H", "H", "H", "H", "H", "H", "H", "H", "H", "C", "C", "O", "C", "C", "H", "H", "H", "H", "H", "H", "H", "H", "H", "H", "C", "C", "O", "C", "C", "H", "H", "H", "H", "H", "H", "H", "H", "H", "H", "C", "C", "O", "C", "C", "H", "H", "H", "H", "H", "H", "H", "H", "H", "H", "C", "C", "O", "C", "C", "H", "H", "H", "H", "H", "H", "H", "H", "H", "H", "C", "C", "O", "C", "C", "H", "H", "H", "H", "H", "H", "H", "H", "H", "H"], "coordinates": [[-12.6369, -2.8492, 19.3898], [-11.5215, -2.2788, 19.3198], [-10.8017, -2.0658, 20.4288], [-9.7731, -1.1193, 20.0368], [-9.7052, -1.1896, 18.5409], [-8.8726, -2.1681, 18.2710], [-10.9407, -1.6837, 18.2164], [-10.0158, -0.1192, 20.3958], [-8.8012, -1.3252, 20.4851], [-9.4452, -0.3305, 17.9224], [-6.7931, 2.4200, 12.4594], [-6.0510, 2.1768, 11.5334], [-6.0250, 3.0330, 10.4955], [-5.1783, 2.4670, 9.4809], [-4.3422, 1.4377, 10.2451], [-3.2319, 1.9931, 10.7613], [-5.2199, 1.1780, 11.3568], [-5.7074, 1.9644, 8.6712], [-4.5063, 3.1987, 9.0323], [-3.9738, 0.5886, 9.6694], [-10.4642, -1.9052, 14.6449], [-9.4697, -1.2220, 14.8163], [-9.5573, 0.1488, 14.8657], [-8.3129, 0.7048, 15.2074], [-7.4000, -0.4907, 14.8192], [-6.5206, -0.5540, 15.7481], [-8.2498, -1.5715, 15.0327], [-8.0061, 1.5780, 14.6318], [-8.3697, 1.0342, 16.2449], [-6.8785, -0.4092, 13.8655], [-6.7198, 5.5035, 14.0228], [-6.0356, 4.5946, 15.0476], [-4.7979, 4.0384, 14.6386], [-4.2487, 2.9988, 15.1352], [-3.0773, 2.4388, 14.3135], [-4.7024, 2.4049, 16.1636], [-7.7384, 5.7857, 14.2891], [-6.8054, 4.8513, 13.1536], [-6.0047, 6.2552, 13.6886], [-5.9081, 5.0323, 16.0377], [-6.7534, 3.7936, 15.2248], [-2.3577, 3.2362, 14.1279], [-3.5206, 1.9474, 13.4473], [-2.7266, 1.5986, 14.9127], [-5.9745, -3.9546, 16.3726], [-6.1869, -4.4156, 17.8576], [-7.2938, -5.3598, 17.8122], [-7.4954, -6.2248, 18.9209], [-9.0386, -6.3099, 19.2467], [-5.2302, -3.1735, 16.5272], [-5.3982, -4.6925, 15.8144], [-6.9408, -3.5948, 16.0192], [-5.3308, -4.9617, 18.2538], [-6.4487, -3.5213, 18.4232], [-7.1675, -7.2298, 18.6551], [-6.9440, -5.9863, 19.8304], [-9.4157, -5.3265, 18.9657], [-9.3181, -6.6081, 20.2572], [-9.5252, -6.9961, 18.5536], [-2.9519, -3.5356, 12.6182], [-3.4126, -2.2254, 11.9195], [-4.7589, -1.9474, 12.4589], [-5.9133, -2.5015, 11.8811], [-6.1609, -2.0688, 10.3975], [-3.7232, -4.2887, 12.7798], [-2.2108, -3.9912, 11.9614], [-2.6761, -3.3300, 13.6525], [-2.7635, -1.4293, 12.2840], [-3.4294, -2.3708, 10.8394], [-5.8984, -3.5695, 12.0982], [-6.6964, -2.1182, 12.5352], [-6.4158, -1.0098, 10.4388], [-7.0282, -2.6656, 10.1150], [-5.2774, -2.3473, 9.8231], [-13.6657, 0.2235, 17.0261], [-12.7799, 0.5681, 15.7049], [-13.7130, 0.7330, 14.6207], [-14.4928, -0.4508, 14.2890], [-14.8568, -0.4269, 12.7624], [-14.0187, -0.8066, 17.0742], [-13.0710, 0.4595, 17.9086], [-14.5780, 0.8162, 17.0940], [-12.1162, 1.4324, 15.6840], [-12.2064, -0.3372, 15.5058], [-13.8851, -1.3401, 14.4557], [-15.3597, -0.5188, 14.9463], [-13.9822, -0.4432, 12.1121], [-15.6602, 0.2859, 12.5761], [-15.5324, -1.2625, 12.5795], [-12.6039, -3.9561, 16.2346], [-11.3051, -4.7728, 16.5902], [-10.8858, -5.3934, 15.3907], [-9.5168, -5.8762, 15.3881], [-9.3068, -6.7321, 14.1479], [-12.4330, -3.3158, 15.3693], [-13.3387, -4.6767, 15.8755], [-12.9974, -3.2803, 16.9940], [-10.4366, -4.2311, 16.9650], [-11.6450, -5.4878, 17.3394], [-8.7610, -5.0948, 15.4675], [-9.1885, -6.4281, 16.2688], [-10.2043, -7.3290, 13.9864], [-8.4909, -7.4229, 14.3606], [-9.2140, -6.1851, 13.2097], [-6.2265, 1.0198, 20.9948], [-6.5697, 0.9799, 19.4781], [-7.9203, 1.4235, 19.3463], [-8.0736, 2.6737, 18.7843], [-7.5991, 3.8837, 19.7292], [-5.1575, 0.9389, 21.1916], [-6.4640, 2.0192, 21.3592], [-6.8434, 0.2913, 21.5211], [-5.9557, 1.4668, 18.7206], [-6.5906, -0.0577, 19.1448], [-7.5507, 2.5864, 17.8319], [-9.1370, 2.8512, 18.6235], [-8.1029, 3.9649, 20.6923], [-7.6814, 4.8688, 19.2700], [-6.5106, 3.8744, 19.7867], [-3.3002, -0.9782, 17.1809], [-2.7717, -2.3701, 17.7372], [-1.3213, -2.4582, 17.7993], [-0.9053, -3.7365, 18.3692], [0.5947, -3.9660, 18.2881], [-3.1202, -0.3594, 18.0600], [-2.7469, -0.4702, 16.3910], [-4.3068, -1.0113, 16.7641], [-3.2242, -2.5543, 18.7116], [-3.1704, -3.1633, 17.1049], [-1.2760, -3.9038, 19.3805], [-1.3632, -4.5755, 17.8453], [0.8878, -4.9751, 18.5782], [1.1312, -3.3479, 19.0080], [0.9570, -3.7119, 17.2920]], "atomic_forces_ev_per_a": [[4.4, 2.1, -1.1], [-4.5, -1.6, 0.7], [1.3, 0.9, -1.1], [0.5, 1.5, 1.4], [-0.8, 0.3, 0.9], [2.8, -2.1, -1.2], [-2.7, -0.7, 0.1], [-0.4, 0.0, 0.0], [-0.2, -0.5, 0.0], [-0.2, 0.3, 0.4], [1.3, -1.3, -0.6], [-2.3, 2.5, 0.9], [0.7, -0.4, -1.4], [0.9, -0.2, -0.1], [-1.1, 0.8, 0.2], [0.8, 0.5, 0.4], [1.3, -1.9, -0.2], [-0.5, 0.1, 0.2], [-0.3, 0.3, 0.2], [-0.8, -0.5, 0.4], [2.5, 1.0, 0.3], [-4.9, 0.6, -0.4], [-1.2, 0.1, -0.6], [0.3, -0.1, -1.4], [-1.5, 2.5, 0.8], [3.8, -0.7, 2.7], [1.7, -2.3, -1.0], [-0.6, 0.0, -0.4], [0.7, -0.6, 0.3], [-0.5, -0.4, -0.4], [1.8, -1.4, -0.9], [-1.8, -0.4, 1.6], [-0.2, 2.5, -2.4], [-0.9, -4.0, 3.6], [-1.3, -0.1, 1.3], [1.3, 1.8, -2.9], [0.4, 0.4, 0.3], [-0.3, 0.0, -0.2], [-0.6, 0.7, 0.3], [0.2, 0.3, -0.1], [0.2, -0.4, 0.1], [0.1, -0.4, -0.3], [0.2, 0.5, -0.4], [0.6, 0.4, 0.0], [1.0, -0.2, 2.5], [-1.1, -1.2, -1.7], [0.3, 0.5, 0.5], [-1.3, -0.7, 0.4], [1.0, 0.4, -1.1], [-0.4, 0.7, -0.5], [-0.8, -0.3, -0.4], [0.4, -0.1, -0.5], [0.3, 0.4, 0.1], [0.0, -0.2, 0.4], [0.2, -0.1, -0.2], [0.2, 0.6, -0.1], [-0.3, 0.1, 0.5], [0.3, 0.2, 0.0], [0.1, -0.1, 0.0], [-0.2, 0.3, -0.5], [-2.0, -1.9, 1.9], [1.7, 1.5, -0.2], [0.4, 0.3, -0.1], [-0.1, -1.1, 2.2], [-0.5, 0.2, -0.7], [0.5, -0.1, 0.6], [0.8, 0.1, -0.2], [-0.2, 0.2, -0.5], [0.1, 0.4, 0.0], [-0.1, -0.4, -0.7], [-0.3, 0.0, -0.3], [0.3, -0.1, -0.5], [0.0, 0.2, -0.6], [-0.3, 0.3, -0.3], [1.3, 1.2, -0.7], [-2.8, -1.9, 0.6], [-0.1, -0.4, -0.5], [1.1, 0.8, -1.1], [-1.3, -0.3, 1.9], [0.5, -0.1, -0.2], [0.0, -0.3, 0.2], [0.2, 0.4, -0.3], [-0.4, 0.1, 0.5], [0.4, 0.1, 0.0], [0.2, -0.1, 0.2], [-0.2, 0.1, -0.2], [-0.3, 0.3, 0.0], [0.9, 1.2, -0.3], [0.7, -1.0, 0.0], [1.2, 0.0, -0.7], [-1.2, 0.8, -0.5], [1.2, -0.8, -0.1], [-0.4, 0.2, -0.2], [-0.7, -0.1, 0.3], [0.4, 0.0, -0.1], [-0.2, -0.1, 0.4], [0.1, -0.6, 0.4], [-0.3, 0.6, 0.3], [0.4, -0.4, 0.2], [-0.3, 0.8, -0.5], [-0.9, -0.6, 0.4], [-0.1, -0.2, 0.2], [0.2, 0.1, -0.5], [0.5, 0.2, 0.2], [0.4, 1.0, -1.2], [-0.7, -0.8, 0.7], [-0.5, -1.1, 0.7], [0.0, 2.0, 0.9], [0.7, -0.5, -1.6], [0.0, -0.6, 0.0], [-0.3, -0.1, 0.1], [0.3, 0.0, 0.0], [0.5, 0.5, 0.5], [0.1, -0.3, 0.1], [0.1, 1.1, -0.3], [-0.1, -0.3, -0.2], [0.1, -0.5, 0.0], [-0.8, -0.1, -0.5], [0.1, -0.5, 0.7], [1.5, -0.7, 1.1], [0.1, 0.5, -1.5], [-0.7, -0.9, 0.7], [-0.3, -0.2, -0.5], [0.1, 0.9, 0.4], [-0.9, 0.6, -0.2], [0.6, -0.7, -0.1], [-0.2, -0.1, 0.8], [0.1, 0.2, 0.3], [0.3, -0.3, -0.2], [0.0, 0.7, 0.4], [-0.4, 0.1, -0.6], [-0.4, -0.2, -0.3], [0.0, 0.3, -0.1], [0.0, -0.2, 0.0]], "mulliken_charge": [-0.60, 0.27, -0.36, -0.09, 0.25, -0.14, 0.27, 0.23, 0.15, -0.20, -0.46, 0.44, -0.37, -0.61, 0.32, -0.28, -0.06, 0.33, 0.36, 0.30, -0.58, 0.51, -0.45, 0.78, 0.31, -0.30, 0.28, -0.08, -0.40, -0.27, -1.15, 0.25, -0.33, 0.69, -0.45, -0.53, 0.36, 0.18, 0.34, 0.49, -0.25, 0.35, -0.07, 0.10, 0.32, -0.68, -0.11, -0.66, -0.59, -0.52, 0.49, -0.34, 0.62, 0.15, 0.27, 0.49, -0.11, 0.44, 0.25, -1.17, -0.34, 0.15, 0.13, -1.13, 0.26, 0.33, 0.29, 0.24, 0.34, 0.37, -0.28, 0.06, 0.44, 0.37, -1.13, 0.66, -0.47, 0.19, -1.33, 0.21, 0.29, 0.46, 0.34, -0.41, -0.06, 0.31, 0.29, 0.37, 0.41, -1.12, 0.53, -0.41, 1.03, -1.45, 0.03, 0.49, 0.24, -0.27, 0.37, -0.30, -0.21, 0.34, 0.41, 0.31, -1.29, 0.19, -0.14, 0.16, -1.53, 0.41, 0.31, 0.26, 0.32, -0.05, 0.13, 0.27, 0.34, 0.42, 0.37, -0.36, -0.27, -0.39, -0.23, -1.25, 0.32, 0.15, -0.07, 0.35, 0.26, 0.34, 0.29, 0.38, 0.30, 0.31]}

=====

Entry 2:
{"formula": "C4H8NS", "method": "ωB97M-V/def2-TZVPD", "max_force_ev_per_a": 4.88, "relative_energy_ev": 3.150, "charge": 1, "energy_ha": -609.75418, "orbital_gap_ev": 8.78, "symbols": ["C", "N", "C", "C", "C", "S", "H", "H", "H", "H", "H", "H", "H", "H"], "coordinates": [[-0.8874, 1.5634, -0.1106], [-1.1048, 0.1016, -0.3612], [-0.0728, -0.8543, -0.0895], [1.2236, -0.5075, 0.1188], [2.5638, -1.2568, 0.2369], [3.0435, 0.6137, 0.0426], [-0.0438, 1.7878, -0.7901], [-1.6992, 2.2949, -0.3199], [-0.6921, 1.8294, 0.9607], [-1.1217, -0.0406, -1.4282], [-1.9720, -0.1653, -0.0225], [-0.3726, -1.7694, 0.3579], [2.8053, -1.6836, -0.7558], [2.7937, -1.8549, 1.0946]], "atomic_forces_ev_per_a": [[1.2, 1.6, 0.4], [0.6, 1.4, -3.8], [4.0, 1.3, 2.5], [3.3, -0.5, -0.8], [-2.0, 2.1, -2.0], [-3.7, -2.7, 0.5], [-0.3, 0.4, 0.9], [-0.1, -1.4, -0.6], [0.4, -1.0, -0.9], [-0.9, 0.8, 1.6], [-2.2, -1.0, 1.0], [-0.5, -0.9, -0.3], [-0.1, -0.2, 0.9], [0.3, 0.2, 0.5]], "nbo_charge": [-0.46, -0.50, -0.21, 0.05, -0.49, 0.17, 0.24, 0.27, 0.26, 0.46, 0.44, 0.26, 0.25, 0.26]}